No. 1
DFT (ωB97M-V/def2-TZVPD) results for 5 unconnected molecules or ions with the total composition C3H16O4S in a non-equilibrium geometry.

```
24
Properties=species:S:1:pos:R:3:forces:R:3
C -0.35191 -0.92518 -1.12784 -2.562 0.426 -0.375
C 0.65270 0.06045 -1.69523 0.082 0.589 0.228
S -0.00302 1.08241 -3.09103 0.560 -0.908 0.238
C 1.38201 0.90591 -4.25977 1.031 1.603 0.113
H -0.48124 -1.00330 -0.04405 0.920 -0.209 -0.074
H -0.22621 -1.86760 -1.64199 0.246 -0.528 0.447
H -1.42574 -0.70248 -1.39445 0.995 0.351 -0.079
H 1.46324 -0.56800 -2.05710 0.264 0.469 -0.214
H 1.06327 0.79355 -0.98535 -0.196 -0.566 0.072
H 2.15662 0.16382 -3.95568 -1.010 0.243 -0.402
H 0.94901 0.78386 -5.24177 0.103 -0.690 -0.244
H 1.93491 1.88118 -4.35413 -0.437 -0.783 0.344
H -1.41538 -0.23962 4.02327 0.021 -0.200 0.513
H -1.87344 -0.67413 5.44658 0.234 0.107 -0.028
O -2.10821 -0.70285 4.51696 -0.165 0.111 -0.434
H 0.66390 1.13073 2.74262 0.659 -0.401 0.417
H -0.08385 0.02601 2.29559 0.866 -0.608 0.278
O 0.75874 0.15847 2.78948 -1.419 0.689 -0.620
H -0.36795 2.77113 1.26382 -0.599 0.082 -0.057
H -1.77973 2.22255 1.76949 0.014 0.458 -0.215
O -0.83589 2.06201 1.71848 0.374 -0.286 0.102
H 0.79398 -2.70077 1.72130 0.054 0.077 0.040
H 1.15250 -3.56153 2.92599 0.014 0.058 0.057
O 0.58812 -3.53643 2.14922 -0.049 -0.081 -0.106
```
Forces are in eV/Å.

total energy = -822.9996 a.u.
maximum force = 2.62 eV/A

No. 2
DFT (ωB97M-V/def2-TZVPD) results for a molecular structure, C31H34GaGeN2O3.

```
72
Properties=species:S:1:pos:R:3:forces:R:3
Ga -0.82717 0.16816 -0.44248 -0.328 -0.144 0.374
O -0.80191 0.10483 1.76643 -0.013 0.141 -0.066
C -1.54550 -0.81106 2.61663 -0.012 -0.159 0.051
C -0.92108 -2.19078 2.62223 0.047 0.062 -0.046
C -0.63321 -2.68158 1.19962 -0.065 0.020 0.045
C -1.84745 -2.59248 0.32950 0.016 0.002 -0.117
C -2.75358 -3.63632 0.23809 -0.034 -0.031 -0.015
C -3.87626 -3.51039 -0.56132 -0.005 -0.031 0.018
C -4.07651 -2.33154 -1.26651 -0.018 0.004 -0.037
C -3.15087 -1.32454 -1.13486 0.012 -0.080 0.118
N -2.06075 -1.44480 -0.34690 -0.070 0.077 -0.076
H 0.07345 0.25356 2.16001 0.002 -0.094 -0.021
H -2.55186 -0.83659 2.20188 -0.023 0.019 0.007
H -1.60361 -0.39490 3.62143 0.038 0.100 -0.014
H -1.61589 -2.86199 3.13193 0.048 -0.044 0.006
H 0.01433 -2.19024 3.18557 -0.023 0.005 0.039
H -0.26438 -3.70564 1.23287 -0.019 -0.018 -0.039
H 0.15941 -2.06928 0.76692 0.097 -0.067 0.005
H -2.56284 -4.54958 0.78582 0.007 0.013 -0.004
H -4.58469 -4.32467 -0.64120 0.019 0.002 -0.009
H -4.92476 -2.20148 -1.92334 -0.010 0.019 0.042
H -3.25580 -0.39163 -1.66954 0.026 -0.010 -0.047
O 0.21600 0.29892 -4.37425 -0.017 0.025 0.007
C -0.30379 0.30313 -3.33540 0.097 -0.077 0.018
N -0.89591 0.31545 -2.28512 0.082 0.107 -0.292
C 3.10489 -1.97450 3.79474 0.004 -0.005 -0.005
C 3.33029 -2.55314 2.55165 -0.031 -0.016 -0.022
C 2.96239 -1.88500 1.39065 -0.054 0.007 0.116
C 2.37698 -0.62023 1.47310 -0.082 0.099 0.070
C 2.16501 -0.03806 2.73114 0.102 -0.085 0.005
C 2.52507 -0.71383 3.88786 -0.050 0.028 -0.006
Ge 1.91774 0.34233 -0.12548 0.234 -0.049 -0.222
C 2.18272 2.23156 -0.06403 -0.125 0.004 -0.069
C 1.63908 3.02511 -1.08374 0.061 0.033 0.098
C 1.92066 4.38029 -1.12834 -0.039 -0.027 -0.014
C 2.73416 4.94787 -0.15408 0.000 0.012 0.018
C 3.27699 4.16609 0.85867 -0.002 -0.008 0.023
C 2.99924 2.80916 0.91444 -0.059 0.079 -0.093
C 2.28363 -0.53801 -1.78703 -0.009 -0.018 0.090
C 3.03974 0.12833 -2.75507 -0.012 -0.115 0.018
C 3.37565 -0.52774 -3.93108 0.019 0.016 0.007
C 2.93991 -1.82547 -4.15304 0.022 0.014 -0.003
C 2.18023 -2.49079 -3.19522 -0.041 0.016 0.035
C 1.84609 -1.84819 -2.01567 0.106 0.039 -0.107
H 3.39346 -2.50176 4.69462 0.008 0.010 -0.010
H 3.80103 -3.52523 2.48438 -0.003 0.006 0.015
H 3.14514 -2.34215 0.42575 0.034 0.005 0.001
H 1.76224 0.97072 2.81072 0.036 0.008 0.027
H 2.36659 -0.25535 4.85572 0.029 -0.013 -0.009
H 1.00842 2.57853 -1.84607 0.028 0.016 -0.030
H 1.51760 4.99226 -1.92450 -0.006 0.009 0.022
H 2.94886 6.00805 -0.18527 0.021 -0.016 -0.017
H 3.92586 4.61312 1.59989 -0.014 0.010 -0.002
H 3.44152 2.20292 1.69455 0.027 0.006 -0.003
H 3.38020 1.14278 -2.58675 0.001 0.004 -0.011
H 3.97642 -0.02111 -4.67436 -0.028 -0.004 -0.014
H 3.18663 -2.32179 -5.08214 0.027 -0.016 0.024
H 1.85599 -3.50823 -3.36960 -0.018 0.015 -0.026
H 1.24767 -2.36856 -1.27400 0.022 -0.026 0.002
C -4.17884 2.64230 -0.95204 0.007 -0.054 0.103
C -4.32511 2.03110 0.45458 0.110 0.045 -0.111
C -2.90356 2.03322 0.97310 -0.257 0.099 0.004
O -2.12375 1.66249 -0.20914 0.070 -0.067 0.208
C -2.70109 2.44500 -1.31523 -0.197 0.220 -0.111
H -4.42118 3.70242 -0.94275 -0.004 0.007 -0.009
H -4.83889 2.15902 -1.66882 0.012 0.010 -0.013
H -4.69438 1.00610 0.39628 -0.036 0.010 0.037
H -4.99194 2.60372 1.09533 -0.006 -0.023 -0.001
H -2.70196 1.32486 1.76112 0.033 -0.041 0.017
H -2.58673 3.02878 1.28674 0.091 -0.002 -0.036
H -2.53153 1.89549 -2.23040 0.024 -0.054 -0.002
H -2.16452 3.39101 -1.35918 0.092 -0.025 0.057
```
Forces are in eV/Å.

⟨S²⟩ = 0.755
total energy = -5538.1303 a.u.
maximum force = 0.52 eV/A
net charge = +2
2S+1 = 2

No. 3
DFT (ωB97M-V/def2-TZVPD) results for 2 unconnected molecules or ions with the total composition C7H9N3O5 in a non-equilibrium geometry.

```
24
Properties=species:S:1:pos:R:3:forces:R:3
C 3.50676 -0.13072 -0.00074 -0.269 0.024 -0.019
C 1.47243 1.17069 -0.47441 0.363 -0.247 0.138
C 1.26410 -1.12521 0.33725 0.292 -0.034 -0.050
C -2.54516 1.24332 1.12021 0.246 0.065 0.056
C -1.34083 0.66946 1.06542 -0.144 0.344 -0.149
C -1.99074 -1.67348 -0.41032 1.543 2.311 0.207
C -0.72097 0.25143 -0.17037 -1.608 -2.630 -0.151
N 2.83913 0.99998 -0.41916 0.185 0.355 -0.132
N 2.65092 -1.15316 0.34259 0.072 -0.331 0.120
N 0.72266 0.05581 -0.13391 -0.434 0.411 -0.141
O 4.70186 -0.21122 0.06041 0.347 -0.039 0.009
O 0.98605 2.22541 -0.80170 -0.110 0.256 -0.034
O 0.61693 -2.06310 0.71642 -0.049 -0.233 0.092
O -3.18607 -1.09992 -0.56839 -0.058 -0.162 0.028
O -1.16511 0.76848 -1.36211 -0.119 0.173 -0.231
H -3.02481 1.45811 2.05753 -0.063 0.003 0.229
H -3.07074 1.52569 0.22506 -0.047 0.081 -0.166
H -0.82008 0.37414 1.96570 0.029 -0.010 0.158
H -1.46848 -2.04930 -1.27929 -0.001 -0.011 -0.130
H -1.86250 -2.18561 0.52739 -0.072 -0.064 0.059
H 3.39731 1.81156 -0.66234 -0.099 -0.242 0.063
H 3.07480 -2.01213 0.67342 -0.091 0.195 -0.053
H -3.18572 -0.53684 -1.35671 0.119 -0.095 -0.036
H -0.85175 1.68662 -1.45196 -0.032 -0.120 0.132
```
Forces are in eV/Å.

total energy = -812.6061 a.u.
maximum force = 3.09 eV/A

No. 4
DFT (ωB97M-V/def2-TZVPD) results for a molecular structure, C23H18CsN7OS5 in a non-equilibrium geometry.

```
55
Properties=species:S:1:pos:R:3:forces:R:3
Cs -0.33561 0.23265 -0.56281 1.046 1.339 0.752
S -2.69728 0.94307 1.96273 -0.045 -0.052 0.058
C -3.12626 -0.25751 3.14676 0.130 0.023 -0.114
C -4.24389 -0.02051 3.96128 -0.039 0.069 -0.017
C -4.69869 -0.90709 4.92901 -0.173 0.097 0.099
C -5.85706 -0.57729 5.71172 0.160 -0.101 -0.116
N -6.79141 -0.30764 6.33108 -0.004 0.022 0.010
C -4.00479 -2.11393 5.11203 -0.064 -0.235 0.176
C -2.88981 -2.36986 4.32643 0.070 -0.007 -0.076
C -2.40785 -1.49037 3.34044 -0.022 -0.036 0.060
S -1.00273 -1.96656 2.43927 -0.002 0.091 -0.133
C -4.42688 -3.08811 6.08144 0.051 0.232 -0.109
N -4.75531 -3.87094 6.86160 0.005 -0.041 -0.009
H -4.77636 0.91070 3.81619 0.003 -0.005 -0.004
H -2.35097 -3.29759 4.47004 -0.010 -0.003 0.003
N 4.36844 1.35816 1.80252 -0.037 0.088 0.004
C 3.96569 2.67607 1.84699 0.042 -0.031 0.037
C 2.89146 2.75541 1.01497 -0.017 -0.078 -0.105
N 2.62648 1.52870 0.45895 -0.055 0.154 0.080
C 3.52008 0.71550 0.94965 -0.012 -0.341 -0.062
C 3.59825 -0.71176 0.63063 -0.021 0.332 0.053
N 2.89040 -1.30346 -0.29437 0.069 -0.204 -0.039
C 3.27864 -2.62141 -0.27173 -0.142 0.074 0.055
C 4.22153 -2.82441 0.68721 0.068 0.030 0.010
N 4.43491 -1.58711 1.25529 -0.032 -0.093 -0.007
H 5.14790 0.96918 2.29867 0.013 0.004 -0.006
H 4.46844 3.40667 2.45522 -0.004 -0.005 0.001
H 2.29075 3.61712 0.77782 -0.004 -0.009 -0.011
H 2.83655 -3.34682 -0.93370 0.000 0.014 -0.005
H 4.73717 -3.70575 1.02396 0.007 0.005 -0.006
H 5.01270 -1.40625 2.05467 -0.023 -0.010 0.029
S -0.33605 4.12973 -3.83771 0.163 -0.218 -0.034
C 0.82089 2.92645 -4.16789 -0.253 0.247 0.319
N 1.26548 1.96623 -3.39074 0.017 0.004 -0.181
C 2.23271 1.20914 -4.01534 -0.065 -0.006 0.135
C 2.89830 0.13821 -3.41600 0.013 -0.026 -0.045
C 3.85897 -0.55585 -4.13191 0.008 0.013 -0.033
C 4.17453 -0.19926 -5.44558 0.005 -0.043 0.077
C 3.52469 0.86623 -6.05310 -0.011 0.044 -0.047
C 2.56005 1.56595 -5.34012 0.066 -0.050 0.085
S 1.59611 2.93691 -5.77474 0.065 0.011 -0.251
H 2.65811 -0.13322 -2.39725 -0.002 -0.002 0.034
H 4.37239 -1.38740 -3.66129 0.003 0.002 -0.010
H 4.93066 -0.75376 -5.98915 -0.007 0.010 -0.020
H 3.77172 1.14919 -7.07010 -0.012 0.006 0.002
C -2.93546 -3.84310 -1.81659 -0.210 -0.071 -0.122
S -2.21858 -2.53767 -0.82068 0.450 -0.030 -0.351
C -3.71089 -1.94576 -0.06256 -0.109 0.025 -0.033
O -1.77963 -1.48962 -1.82878 -1.088 -1.291 -0.197
H -3.70918 -3.42397 -2.46170 0.009 -0.017 0.004
H -3.34506 -4.61309 -1.16237 -0.006 0.013 0.007
H -2.13277 -4.26053 -2.42143 0.010 0.014 0.003
H -4.12331 -2.74445 0.55490 0.024 0.018 0.033
H -4.40020 -1.64480 -0.85366 -0.020 0.021 0.049
H -3.43419 -1.09528 0.57192 -0.007 0.004 -0.037
```
Forces are in eV/Å.

total energy = -3356.9934 a.u.
maximum force = 1.86 eV/A
net charge = -2